Record 1
Below is C3H4FNO2 in the gas phase, with properties calculated with ωB97M-V/def2-TZVPD.

Summary:
spin multiplicity = 3
relative energy (zero: lowest compared OMol25 entry of this formula, charge and spin) = 3.451 eV
frontier orbital gap (spin up / spin down) = 6.104 / 7.177 eV
net charge = 0

Each line ends with the Mulliken spin population.
CARTESIAN COORDINATES (ANGSTROEM)
C (0.789, 1.038, 0.352)  0.866
C (0.955, -0.483, 0.128)  -0.014
C (-1.191, -0.558, -0.496)  -0.009
N (-0.269, 1.685, 0.028)  0.708
O (0.027, -0.893, -0.885)  0.020
O (-1.307, 1.126, -0.387)  0.299
F (-1.452, -0.954, 0.769)  0.009
H (1.574, 1.498, 0.720)  0.028
H (2.054, -0.574, -0.323)  0.022
H (0.805, -0.898, 1.148)  0.065
H (-1.986, -0.987, -1.056)  0.005



Record 2
Below is C36H39ClN5NiO4PS as an isolated structure, with properties calculated with ωB97M-V/def2-TZVPD.

Summary:
spin multiplicity = 2
relative energy (zero: lowest compared OMol25 entry of this formula, charge and spin) = 1.245 eV
frontier orbital gap (spin up / spin down) = 6.603 / 6.236 eV
net charge = +1

Each line ends with the Mulliken spin population.
CARTESIAN COORDINATES (ANGSTROEM)
Ni (-0.387, -0.572, 0.490)  0.919
Cl (-1.489, -3.017, 1.762)  0.002
C (-3.147, -2.844, 1.248)  0.010
C (-4.079, -3.672, 1.859)  0.001
C (-5.405, -3.609, 1.473)  0.000
C (-5.800, -2.732, 0.471)  -0.001
C (-4.861, -1.914, -0.128)  0.001
C (-3.518, -1.940, 0.256)  -0.002
P (-2.306, -0.847, -0.575)  0.015
C (-3.201, 0.732, -0.744)  -0.004
C (-2.898, 1.626, -1.768)  0.008
C (-3.374, 2.928, -1.731)  -0.002
C (-4.142, 3.362, -0.660)  0.004
C (-4.458, 2.477, 0.360)  0.000
C (-3.982, 1.174, 0.322)  0.000
C (-2.297, -1.641, -2.229)  -0.008
C (-1.477, -2.759, -2.382)  0.000
C (-1.422, -3.446, -3.586)  -0.002
C (-2.192, -3.023, -4.662)  0.001
C (-3.033, -1.928, -4.512)  -0.001
C (-3.091, -1.247, -3.304)  0.000
H (-3.755, -4.359, 2.628)  0.000
H (-6.131, -4.254, 1.951)  0.000
H (-6.834, -2.690, 0.158)  0.000
H (-5.170, -1.226, -0.906)  0.001
H (-2.266, 1.314, -2.590)  0.001
H (-3.133, 3.612, -2.535)  0.000
H (-4.493, 4.385, -0.626)  0.000
H (-4.981, 2.822, 1.243)  0.000
H (-4.199, 0.506, 1.146)  0.000
H (-0.903, -3.128, -1.537)  0.004
H (-0.799, -4.328, -3.674)  0.000
H (-2.162, -3.561, -5.600)  0.000
H (-3.663, -1.614, -5.334)  0.000
H (-3.774, -0.415, -3.200)  0.000
N (2.576, -0.870, -4.985)  0.000
C (2.058, -0.431, -3.621)  0.000
C (2.194, 1.072, -3.493)  0.000
C (1.599, 1.496, -2.141)  0.004
N (0.164, 1.229, -2.184)  -0.003
C (2.277, 0.741, -0.998)  -0.015
C (2.312, -0.781, -1.151)  -0.005
N (1.025, -1.432, -0.862)  0.042
C (2.838, -1.165, -2.547)  0.007
H (2.049, -0.423, -5.737)  0.000
H (2.501, -1.883, -5.097)  0.000
H (3.560, -0.611, -5.092)  0.000
H (1.002, -0.708, -3.619)  0.000
H (1.666, 1.581, -4.306)  0.000
H (3.250, 1.359, -3.543)  -0.001
H (1.826, 2.560, -1.998)  0.000
H (-0.293, 1.893, -2.801)  0.000
H (-0.266, 1.352, -1.263)  0.001
H (1.818, 0.993, -0.044)  0.003
H (3.311, 1.091, -0.940)  0.001
H (3.024, -1.166, -0.422)  0.000
H (1.175, -2.382, -0.542)  -0.004
H (0.422, -1.464, -1.678)  -0.003
H (2.770, -2.250, -2.683)  0.000
H (3.894, -0.882, -2.618)  -0.001
O (2.026, 3.805, 3.161)  0.001
S (2.263, 2.495, 3.716)  -0.001
O (3.367, 2.337, 4.616)  0.000
N (2.299, 1.383, 2.524)  0.006
C (1.288, 0.547, 2.609)  0.002
O (1.091, -0.398, 1.798)  0.016
C (0.354, 0.808, 3.758)  0.003
C (-0.784, 0.112, 4.127)  0.006
C (-1.496, 0.564, 5.232)  0.003
C (-1.073, 1.684, 5.947)  0.000
C (0.077, 2.373, 5.580)  0.000
C (0.768, 1.908, 4.480)  0.000
H (-1.098, -0.761, 3.571)  -0.005
H (-2.384, 0.035, 5.553)  0.000
H (-1.641, 2.011, 6.809)  0.000
H (0.421, 3.235, 6.137)  0.000
O (-0.878, 1.663, 0.872)  0.006
N (-0.956, 2.826, 1.452)  -0.012
C (-1.779, 2.997, 2.505)  -0.003
C (-1.895, 4.225, 3.116)  -0.001
C (-1.157, 5.301, 2.650)  0.000
C (-0.306, 5.101, 1.577)  0.001
C (-0.215, 3.857, 1.000)  0.000
H (-2.342, 2.116, 2.771)  0.001
H (-2.560, 4.322, 3.962)  0.000
H (-1.228, 6.267, 3.129)  0.000
H (0.327, 5.891, 1.201)  0.000
H (0.455, 3.606, 0.193)  0.000



Record 3
Below is an isolated ion of composition C6H17N4O2S and charge +1, with properties calculated with ωB97M-V/def2-TZVPD.

Summary:
spin multiplicity = 3
relative energy (zero: lowest compared OMol25 entry of this formula, charge and spin) = 2.877 eV
frontier orbital gap (spin up / spin down) = 5.185 / 6.885 eV
net charge = +1

Each line ends with the Mulliken spin population.
CARTESIAN COORDINATES (ANGSTROEM)
C (-1.414, -0.888, -1.076)  0.061
C (-1.494, -0.370, 1.183)  -0.009
C (-1.537, 0.607, -1.500)  0.038
C (-1.790, 1.159, 0.948)  0.011
C (3.160, 0.854, 1.323)  -0.006
C (1.151, -2.364, -0.065)  -0.002
N (-0.773, -1.039, 0.205)  0.177
N (2.968, 0.240, -0.024)  0.050
N (0.565, -1.077, 0.396)  0.765
N (-2.456, 1.166, -0.434)  -0.002
O (1.488, 0.096, -1.994)  0.208
O (0.832, 1.648, -0.241)  0.132
S (1.454, 0.327, -0.615)  0.465
H (-2.525, -1.276, -1.078)  0.000
H (-0.876, -1.338, -1.980)  -0.003
H (-1.017, -0.363, 2.080)  0.002
H (-2.399, -0.818, 1.385)  0.018
H (-0.674, 1.120, -1.433)  -0.006
H (-2.105, 0.550, -2.513)  0.004
H (-2.652, 1.576, 1.505)  -0.005
H (-0.834, 1.625, 1.112)  -0.002
H (3.154, 1.864, 1.425)  0.007
H (2.427, 0.345, 1.877)  -0.001
H (4.016, 0.609, 1.838)  0.006
H (1.146, -2.627, -1.215)  0.037
H (2.228, -2.260, 0.106)  0.014
H (0.505, -3.035, 0.364)  0.013
H (3.603, 0.821, -0.532)  0.027
H (-2.786, 2.103, -0.496)  0.003
H (-3.365, 0.745, -0.549)  -0.001



Record 4
Below is C4H5NdO2 as an isolated structure, with properties calculated with ωB97M-V/def2-TZVPD.

Summary:
spin multiplicity = 5
relative energy (zero: lowest compared OMol25 entry of this formula, charge and spin) = 0.000 eV
frontier orbital gap (spin up / spin down) = 6.673 / 6.743 eV
net charge = +1

Each line ends with the Mulliken spin population.
CARTESIAN COORDINATES (ANGSTROEM)
H (1.968, 1.071, 2.381)  -0.001
O (1.042, 0.830, 2.290)  -0.001
Nd (-0.929, 2.322, 2.097)  4.020
O (-0.879, -0.566, -3.115)  0.000
C (-0.596, -0.086, -2.041)  0.000
C (-0.700, -0.811, -0.727)  0.001
C (-0.272, 0.047, 0.424)  -0.012
C (0.836, -0.148, 1.102)  -0.007
H (-0.237, 0.967, -1.973)  0.000
H (-0.158, -1.768, -0.799)  0.000
H (-1.776, -1.050, -0.618)  -0.001
H (1.700, -0.808, 0.977)  -0.001



Record 5
Below is C3AlO as an isolated structure, with properties calculated with ωB97M-V/def2-TZVPD.

Summary:
spin multiplicity = 2
frontier orbital gap (spin up / spin down) = 7.376 / 9.213 eV
net charge = +2

Each line ends with the Mulliken spin population.
CARTESIAN COORDINATES (ANGSTROEM)
C (-1.525, 0.983, -0.038)  -0.012
C (-0.337, -0.394, -0.041)  -0.037
O (-1.663, -0.383, 0.006)  -0.001
C (0.887, -0.241, 0.057)  0.146
Al (2.639, 0.034, 0.016)  0.903



Record 6
Below is a 10-piece molecular cluster, C69H65N2O21Si overall, with properties calculated with ωB97M-V/def2-TZVPD.

Summary:
spin multiplicity = 2
frontier orbital gap (spin up / spin down) = 6.333 / 7.501 eV
net charge = 0

Each line ends with the Mulliken spin population.
CARTESIAN COORDINATES (ANGSTROEM)
C (-2.440, 0.390, -5.080)  0.041
C (-2.883, -0.819, -4.221)  -0.005
C (-2.303, -2.072, -4.905)  -0.002
C (-2.297, -0.769, -2.794)  0.022
C (-3.292, -1.008, -1.654)  -0.006
C (-2.579, -0.678, -0.332)  0.000
C (-1.583, -1.739, 0.138)  0.002
O (-2.148, -2.646, 1.084)  0.000
Si (-1.715, -4.255, 0.981)  0.000
C (-0.002, -4.605, 1.685)  0.000
C (-1.783, -4.980, -0.744)  0.000
C (-2.980, -5.188, 2.014)  0.000
N (-3.705, -2.435, -1.613)  0.016
C (-4.600, -2.790, -0.888)  -0.010
O (-5.456, -3.129, -0.192)  0.000
C (-4.443, -0.037, -1.872)  0.012
C (-5.093, -0.077, -3.276)  0.015
C (-5.273, 1.349, -3.816)  0.017
C (-6.516, -0.655, -3.121)  0.002
N (-4.363, -0.964, -4.220)  0.352
O (-4.786, -2.172, -4.250)  0.557
H (-1.899, 0.036, -5.956)  0.003
H (-1.742, 1.028, -4.544)  0.000
H (-3.280, 0.965, -5.453)  -0.013
H (-2.750, -2.245, -5.879)  -0.007
H (-1.233, -1.893, -5.023)  0.000
H (-2.393, -2.950, -4.270)  0.007
H (-1.419, -1.405, -2.708)  -0.004
H (-1.953, 0.251, -2.612)  0.002
H (-2.060, 0.269, -0.393)  0.003
H (-3.343, -0.632, 0.450)  -0.002
H (-1.093, -2.236, -0.701)  0.000
H (-0.794, -1.188, 0.657)  0.002
H (-0.072, -4.598, 2.772)  0.000
H (0.751, -3.904, 1.326)  0.000
H (0.263, -5.610, 1.356)  0.000
H (-1.268, -4.384, -1.494)  0.000
H (-1.420, -6.007, -0.747)  0.000
H (-2.825, -5.028, -1.064)  0.000
H (-3.130, -6.177, 1.582)  0.000
H (-3.930, -4.663, 1.906)  0.000
H (-2.682, -5.248, 3.057)  0.000
H (-5.201, -0.096, -1.091)  0.001
H (-3.979, 0.945, -1.744)  0.001
H (-6.023, 1.846, -3.209)  0.002
H (-4.345, 1.913, -3.842)  -0.001
H (-5.685, 1.271, -4.823)  -0.007
H (-6.978, -0.827, -4.088)  -0.004
H (-6.516, -1.564, -2.528)  0.009
H (-7.103, 0.082, -2.573)  -0.001
C (1.158, 3.400, -1.774)  0.001
C (0.435, 2.419, -1.240)  -0.002
C (0.012, 2.465, 0.183)  -0.001
O (-0.608, 1.555, 0.692)  0.000
C (0.397, 3.655, 0.977)  -0.001
C (1.115, 4.635, 0.441)  0.000
C (1.559, 4.580, -0.973)  0.000
O (2.229, 5.472, -1.450)  0.000
H (1.499, 3.380, -2.801)  0.000
H (0.144, 1.540, -1.802)  0.001
H (0.075, 3.666, 2.010)  0.000
H (1.422, 5.506, 1.005)  0.000
C (3.162, -5.419, -1.574)  0.000
C (4.014, -6.382, -1.234)  0.000
C (3.671, -7.815, -1.416)  0.000
O (4.447, -8.692, -1.105)  0.000
C (2.340, -8.133, -1.994)  0.000
C (1.488, -7.170, -2.335)  0.000
C (1.832, -5.738, -2.153)  0.000
O (1.055, -4.861, -2.462)  0.000
H (3.389, -4.368, -1.447)  0.000
H (4.989, -6.173, -0.811)  0.000
H (2.111, -9.183, -2.118)  0.000
H (0.512, -7.378, -2.756)  0.000
C (3.177, -0.390, 4.664)  -0.001
C (3.294, -0.804, 3.406)  0.001
C (2.102, -1.189, 2.609)  0.000
O (2.210, -1.568, 1.462)  0.000
C (0.774, -1.092, 3.266)  0.000
C (0.655, -0.677, 4.525)  0.001
C (1.848, -0.295, 5.324)  0.000
O (1.749, 0.081, 6.473)  0.000
H (4.032, -0.103, 5.265)  0.000
H (4.251, -0.881, 2.905)  0.000
H (-0.080, -1.376, 2.661)  0.000
H (-0.303, -0.600, 5.023)  0.000
C (1.295, 9.179, -2.572)  0.000
C (0.459, 8.216, -2.196)  0.000
C (-0.928, 8.524, -1.769)  0.000
O (-1.689, 7.645, -1.422)  0.000
C (-1.351, 9.947, -1.779)  0.000
C (-0.515, 10.911, -2.156)  0.000
C (0.875, 10.603, -2.583)  0.000
O (1.634, 11.482, -2.928)  0.000
H (2.311, 8.976, -2.885)  0.000
H (0.746, 7.173, -2.180)  0.000
H (-2.367, 10.148, -1.464)  0.000
H (-0.800, 11.955, -2.172)  0.000
C (3.317, -2.882, 8.622)  0.000
C (3.411, -1.686, 8.047)  0.000
C (4.724, -1.148, 7.614)  0.000
O (4.808, -0.055, 7.089)  0.000
C (5.925, -1.986, 7.839)  0.000
C (5.831, -3.182, 8.414)  0.000
C (4.518, -3.725, 8.851)  0.000
O (4.433, -4.814, 9.373)  0.000
H (2.371, -3.297, 8.948)  0.000
H (2.548, -1.055, 7.868)  0.000
H (6.870, -1.570, 7.513)  0.000
H (6.693, -3.812, 8.591)  0.000
C (6.918, 5.171, 6.312)  0.000
C (6.615, 5.106, 7.606)  0.000
C (5.777, 4.002, 8.149)  0.000
O (5.494, 3.951, 9.325)  0.000
C (5.294, 2.973, 7.192)  0.000
C (5.610, 3.037, 5.904)  0.000
C (6.441, 4.136, 5.363)  0.000
O (6.700, 4.185, 4.177)  0.000
H (7.520, 5.968, 5.893)  0.000
H (6.953, 5.846, 8.320)  0.000
H (4.679, 2.181, 7.593)  0.000
H (5.265, 2.299, 5.190)  0.000
C (-10.469, -6.134, 1.529)  0.000
C (-10.666, -4.903, 1.068)  0.000
C (-9.523, -4.017, 0.726)  0.000
O (-9.705, -2.894, 0.308)  0.000
C (-8.154, -4.559, 0.916)  0.000
C (-7.959, -5.792, 1.377)  0.000
C (-9.099, -6.677, 1.719)  0.000
O (-8.924, -7.801, 2.138)  0.000
H (-11.286, -6.797, 1.785)  0.000
H (-11.655, -4.488, 0.921)  0.000
H (-7.334, -3.901, 0.662)  0.000
H (-6.969, -6.206, 1.524)  0.000
C (7.589, 2.575, 1.523)  0.000
C (6.292, 2.719, 1.277)  0.000
C (5.699, 2.286, -0.007)  0.000
O (4.505, 2.400, -0.188)  0.000
C (6.602, 1.685, -1.020)  0.000
C (7.902, 1.538, -0.775)  0.000
C (8.499, 1.967, 0.520)  0.000
O (9.681, 1.825, 0.741)  0.000
H (8.032, 2.882, 2.461)  0.000
H (5.612, 3.156, 1.997)  0.000
H (6.144, 1.371, -1.949)  0.000
H (8.582, 1.100, -1.494)  0.000
C (-2.253, 3.574, -9.633)  0.000
C (-2.529, 3.333, -8.355)  0.000
C (-1.466, 3.363, -7.319)  0.000
O (-1.719, 3.140, -6.155)  0.000
C (-0.084, 3.673, -7.763)  0.000
C (0.193, 3.914, -9.042)  0.000
C (-0.871, 3.885, -10.079)  0.000
O (-0.619, 4.106, -11.242)  0.000
H (-3.012, 3.557, -10.405)  0.000
H (-3.529, 3.105, -8.009)  0.000
H (0.675, 3.689, -6.991)  0.000
H (1.193, 4.141, -9.388)  0.000



| no. | F_max (eV Å⁻¹) |
| --- | --- |
| 1 | 9.0 |
| 2 | 0.4 |
| 3 | 7.8 |
| 4 | 2.1 |
| 5 | 5.5 |
| 6 | 1.6 |